Formula: C44H48As2BCsN7Si
Source: OMol25
Level of theory: wB97M-V/def2-TZVPD

Properties
HOMO-LUMO gap (eV): 5.860
Highest occupied orbital energy (eV): -3.76
2S+1: 1
ΔE to the lowest compared entry with this formula, charge and spin (eV): 0.908
Calculated total energy (a.u.): -6894.94939
Total charge: -1

Last column: Mulliken charge in e.
Element x y z (Å)
H (-0.950, 0.283, 4.108)  0.823
H (1.277, 4.043, -1.344)  0.450
C (-1.220, -2.357, 2.658)  0.118
C (0.990, -5.336, -0.173)  0.176
H (-5.376, 2.656, -0.259)  0.084
H (6.357, -0.365, 0.398)  0.388
H (0.699, -5.418, 1.946)  0.654
C (-4.327, -3.319, 0.173)  0.345
H (3.778, 2.675, 3.197)  -0.225
H (0.017, -3.656, -2.487)  0.611
H (0.678, -7.888, 2.047)  0.420
C (-1.376, 3.529, 2.105)  0.176
H (-2.351, -5.271, 1.356)  0.359
H (-0.220, -4.584, 5.004)  0.365
C (2.644, -3.202, -1.289)  0.274
C (-3.035, 4.936, 0.007)  -1.131
C (-5.945, 1.225, -1.743)  -0.850
H (-1.334, -6.136, 3.422)  0.391
N (2.369, 3.152, 1.493)  0.521
H (-1.711, -4.599, -0.830)  0.383
C (2.179, 4.468, 1.755)  -0.274
C (0.809, -7.387, 1.094)  -0.528
C (0.825, -5.996, 1.039)  -0.508
H (-0.320, -2.051, -1.866)  0.750
H (-2.368, -3.557, -2.076)  0.592
H (5.940, -3.984, -1.037)  0.390
H (3.862, -2.029, -4.234)  0.382
H (-6.281, -0.297, -3.242)  0.382
H (0.542, 0.844, 6.344)  0.422
H (-4.234, 4.176, 2.954)  0.342
C (0.956, -8.129, -0.069)  -0.441
C (1.127, -7.475, -1.287)  -0.574
H (-2.282, 0.075, -1.737)  0.098
H (-4.556, -3.279, -1.966)  0.090
C (-5.036, 1.841, -0.891)  0.150
C (-0.635, -2.839, 3.823)  -0.331
H (-1.190, -1.294, 2.433)  -0.007
H (-0.481, 3.093, 1.660)  -1.389
H (5.658, 1.282, 2.483)  0.432
H (-2.250, 4.950, -0.759)  0.286
N (1.879, 1.553, 3.456)  -0.235
C (-0.315, -3.111, -1.606)  -1.227
As (1.033, -3.368, -0.182)  0.607
N (0.702, 1.026, 3.054)  0.352
C (-0.677, -4.202, 4.099)  -0.324
C (1.606, 4.014, -0.313)  -0.304
H (1.307, -5.594, -2.287)  0.256
H (-6.776, -4.320, -1.959)  0.377
C (-6.231, -4.198, 1.379)  -0.672
C (-1.839, -3.220, 1.758)  -0.462
H (-1.169, 4.592, 2.271)  0.416
H (-0.133, -2.154, 4.498)  0.388
C (-4.349, 3.360, 2.227)  -1.160
H (-6.973, 1.572, -1.754)  0.357
H (-4.003, 5.009, -0.508)  0.318
C (-6.267, -4.139, -1.019)  -0.659
Si (-2.910, 3.341, 1.004)  -0.098
C (-3.670, 1.434, -0.801)  -0.394
H (-7.870, -4.912, 0.185)  0.357
H (-5.325, 3.475, 1.744)  0.414
H (2.844, 1.929, 5.301)  0.426
C (-1.721, -3.575, -1.201)  -1.181
C (1.968, 1.542, 4.802)  -0.245
C (0.807, 0.994, 5.310)  -1.357
H (-1.517, 3.057, 3.084)  0.183
C (-6.883, -4.465, 0.182)  -0.423
H (5.963, -2.926, -3.280)  0.365
C (5.045, 0.817, 1.725)  -0.308
C (1.147, -6.089, -1.336)  -0.421
C (5.378, -0.007, 0.675)  -1.063
Cs (-0.159, 1.070, 0.406)  2.224
H (3.837, -4.140, 0.231)  0.409
As (-2.593, -2.405, 0.141)  1.019
N (3.703, 1.010, 1.702)  0.007
H (-4.362, 2.411, 2.780)  0.253
C (-1.874, -4.583, 2.044)  0.104
H (-6.710, -4.432, 2.323)  0.380
C (-5.003, -3.562, -1.021)  -0.250
H (3.951, -0.851, -0.845)  0.680
H (0.942, -9.212, -0.030)  0.367
C (3.858, -2.505, -3.261)  -0.688
B (2.970, 2.112, 2.492)  0.174
C (-1.301, -5.072, 3.211)  -1.137
H (-2.915, 5.824, 0.641)  0.336
C (5.035, -3.006, -2.725)  -0.425
C (-5.567, 0.180, -2.582)  -0.599
H (-4.473, -3.420, 2.315)  0.425
C (-4.230, -0.213, -2.556)  -0.153
N (3.140, 0.354, 0.654)  0.004
H (1.252, -8.049, -2.199)  0.396
H (-3.890, -1.002, -3.223)  0.357
N (-2.731, 1.966, 0.034)  0.081
C (2.665, -2.607, -2.547)  -0.209
C (0.048, 0.697, 4.164)  -0.809
N (2.017, 2.869, 0.217)  -0.745
C (3.836, -3.693, -0.756)  -0.617
C (1.682, 5.070, 0.619)  -0.828
C (5.021, -3.604, -1.468)  -0.665
C (-3.317, 0.386, -1.705)  -0.160
C (4.141, -0.261, 0.042)  -0.503
H (1.417, 6.107, 0.487)  0.402
H (1.760, -2.198, -2.975)  0.296
C (-4.965, -3.625, 1.374)  -0.454
H (2.411, 4.878, 2.727)  0.447